1.
19
Properties=species:S:1:pos:R:3 method="wB97M-V/def2-TZVPD" total_energy_ev=-7450.180 homo_lumo_gap_ev=8.81 de_lowest_kcal_mol=75.0 fmax_ev_per_a=0.30
C -1.987 -0.173 0.910
C -1.523 -1.039 -0.212
C -0.104 0.069 -1.400
C 0.957 1.069 -0.919
C 1.238 0.757 0.557
C 0.961 -0.746 0.713
C -0.065 -1.134 -0.376
H -2.902 0.373 0.655
H -2.302 -0.941 1.636
H -1.284 0.501 1.422
H -1.100 0.539 -1.419
H 0.050 -0.298 -2.415
H 1.865 0.933 -1.511
H 0.635 2.102 -1.071
H 2.262 1.020 0.838
H 0.576 1.340 1.205
H 0.609 -1.001 1.720
H 1.885 -1.316 0.556
H 0.228 -2.055 -0.889

=====

2.
19
Properties=species:S:1:pos:R:3 method="wB97M-V/def2-TZVPD" total_energy_ev=-7451.497 smiles="C=C(C)C/C=C/C" homo_lumo_gap_ev=9.81 de_lowest_kcal_mol=44.6 fmax_ev_per_a=2.92
C -0.099 2.647 0.481
C 0.093 1.177 0.796
C -0.756 0.562 1.613
C 1.299 0.566 0.088
C 0.875 -0.823 -0.381
C -0.195 -1.210 -1.035
C -0.547 -2.683 -1.280
H -0.912 2.742 -0.281
H -0.676 3.164 1.268
H 0.732 3.110 -0.016
H -1.589 1.120 2.070
H -0.666 -0.425 2.065
H 2.133 0.339 0.744
H 1.658 1.197 -0.738
H 1.438 -1.597 0.167
H -0.958 -0.609 -1.519
H -1.576 -2.810 -1.594
H -0.432 -3.344 -0.413
H 0.179 -3.124 -2.036

=====

3.
19
Properties=species:S:1:pos:R:3 method="wB97M-V/def2-TZVPD" total_energy_ev=-7449.760 smiles=CC#CCCCC homo_lumo_gap_ev=10.17 de_lowest_kcal_mol=84.7 fmax_ev_per_a=3.35
C -1.876 0.736 0.817
C -1.826 -0.007 -0.570
C -0.333 -0.230 -0.599
C 0.520 -0.918 -1.666
C 1.822 -0.751 -0.964
C 2.249 -0.285 0.072
C 2.222 0.387 1.381
H -2.465 0.170 1.542
H -0.788 0.879 1.388
H -2.235 1.761 0.696
H -2.382 -0.961 -0.615
H -2.172 0.583 -1.439
H -0.130 -0.756 0.339
H 0.089 0.772 -0.469
H 0.231 -1.963 -1.812
H 0.469 -0.399 -2.628
H 1.065 0.718 1.650
H 2.857 1.287 1.368
H 2.595 -0.290 2.167

=====

4.
19
Properties=species:S:1:pos:R:3 method="wB97M-V/def2-TZVPD" total_energy_ev=-7451.537 smiles="C=C/C=C/CCC" homo_lumo_gap_ev=9.47 de_lowest_kcal_mol=43.7 fmax_ev_per_a=5.78
C -2.338 0.177 -2.107
C -1.444 -0.848 -1.410
C -1.003 -0.417 -0.088
C 0.389 0.164 0.068
C 1.004 0.090 1.270
C 2.350 0.532 1.400
C 3.055 0.514 2.536
H -3.345 -0.064 -1.969
H -2.107 0.214 -3.211
H -2.035 1.144 -1.805
H -0.529 -1.066 -1.997
H -2.069 -1.779 -1.382
H -1.040 -1.281 0.581
H -1.727 0.377 0.384
H 0.808 0.624 -0.827
H 0.519 -0.279 2.185
H 2.756 0.742 0.440
H 2.637 0.332 3.404
H 4.119 0.826 2.527

=====

5.
19
Properties=species:S:1:pos:R:3 method="wB97M-V/def2-TZVPD" total_energy_ev=-7445.879 homo_lumo_gap_ev="7.55 / 7.40" de_lowest_kcal_mol=174.2 fmax_ev_per_a=4.61
C 0.051 0.538 0.088
C 1.831 -0.682 -0.294
C 2.899 0.367 -0.118
C -0.561 -0.633 0.319
C -2.227 0.912 0.545
C -0.967 -1.861 0.412
C -3.050 1.061 -0.479
H 0.414 1.126 0.921
H -0.006 0.995 -0.892
H 1.681 -1.016 -1.317
H 1.918 -1.518 0.397
H -2.446 1.303 1.539
H -0.265 -2.684 0.355
H -2.010 -2.071 0.610
H 3.899 -0.019 -0.358
H 2.731 1.232 -0.764
H 2.942 0.727 0.914
H -2.815 0.662 -1.466
H -4.019 1.560 -0.411

=====

6.
19
Properties=species:S:1:pos:R:3 method="wB97M-V/def2-TZVPD" total_energy_ev=-7448.132 homo_lumo_gap_ev=7.52 de_lowest_kcal_mol=122.2 fmax_ev_per_a=6.22
C -0.712 -0.840 0.899
C 0.130 -1.926 1.489
C -0.624 0.457 0.240
C 0.918 -2.687 0.535
C -1.768 1.397 0.347
C 0.877 1.302 -1.506
C 0.738 1.019 0.011
H -1.749 -1.020 1.150
H 1.419 -2.036 -0.414
H 0.148 -3.129 -0.041
H 1.630 -3.459 0.955
H -2.506 1.194 1.189
H -2.277 1.253 -0.579
H -1.457 2.358 0.500
H 0.835 0.306 -1.894
H 1.850 1.774 -1.753
H 0.112 1.830 -1.947
H 0.947 1.906 0.608
H 1.489 0.302 0.211